# 1
ORCA calculation (wB97M-V/def2-TZVPD) on a structure of composition C25H24BCo2F3O8 at a distorted geometry.

Each line ends with the Mulliken charge.
Atoms and positions in Å:
C 5.392 -1.296 -0.025  0.458
C -0.832 3.056 1.617  0.152
O -0.908 3.285 2.754  -0.276
C 1.687 3.374 -2.467  0.188
H 0.938 -0.037 1.769  0.380
C 4.757 -0.635 1.025  -1.082
H -6.025 0.155 -1.182  0.387
Co 1.649 2.556 -0.906  0.012
B -2.073 1.335 -0.068  0.982
H -5.309 1.784 -1.081  0.339
O 2.949 2.441 1.722  -0.255
C 1.062 -3.822 0.679  -0.707
C 0.383 1.118 -0.876  -1.212
F 7.029 -1.225 -1.758  -0.260
C -1.946 3.777 -0.791  0.120
H -4.962 2.055 1.003  0.369
H -3.221 -1.862 1.249  0.255
C 3.435 -0.948 1.348  -0.541
C 0.276 -0.628 1.044  -0.629
O -2.813 0.993 -1.210  -0.281
F 6.959 0.498 -0.375  -0.243
C 0.546 -2.864 -0.288  -0.466
C 1.316 -2.230 0.894  1.009
H -0.533 -2.701 -0.318  0.203
H 0.281 0.772 -1.933  0.885
H 5.269 0.122 1.617  0.504
H 1.004 -2.142 1.970  0.599
H 1.050 -2.765 -1.263  0.214
O -2.681 0.831 1.099  -0.300
C -4.017 -1.142 1.498  -1.765
C -0.224 0.322 0.064  1.094
H -3.979 -0.970 2.585  0.450
F 7.733 -1.446 0.319  -0.232
Co -0.677 2.777 -0.128  -0.286
H 1.938 -4.432 0.408  0.288
H -4.556 -1.906 -1.086  0.402
H -4.816 1.082 2.478  0.520
O 0.786 5.288 -0.296  -0.326
C 0.681 4.119 -0.414  0.240
H 0.351 -4.309 1.359  0.304
C 3.416 -2.578 -0.451  -0.716
H 2.935 -0.449 2.195  0.570
H -5.977 0.594 1.226  0.421
C -3.917 0.159 -0.801  1.587
H -2.810 -1.738 -0.969  -0.067
C 2.751 -1.902 0.583  0.845
O 1.764 3.944 -3.469  -0.233
C 4.776 -2.353 -0.683  -1.480
H -3.660 -1.220 -2.464  0.496
H 2.914 -3.300 -1.094  0.351
C 2.895 1.498 -1.518  0.575
H -5.043 0.797 -2.529  0.442
C -3.713 -1.248 -1.363  -1.521
O -2.790 4.457 -1.201  -0.307
C -5.150 0.762 -1.437  -1.814
C -3.908 0.199 0.772  1.567
C -4.992 1.040 1.398  -2.031
H 5.301 -2.886 -1.466  0.458
C 6.771 -0.863 -0.454  0.823
H -4.988 -1.629 1.288  0.422
O 3.705 0.782 -1.911  -0.253
H -0.606 -1.001 1.624  0.292
C 2.424 2.558 0.692  0.082

As for the HOMO energy: -14.7 eV. As for the charge: +2. The value obtained for the molecular weight is 638.131 g/mol.

***

# 2
ORCA calculation (wB97M-V/def2-TZVPD) on a structure of composition C25H24BF2N7Ru.

Each line ends with the Mulliken charge.
Atoms and positions in Å:
N -0.183 -1.562 1.563  0.364
C -3.680 -0.858 -2.445  -0.088
H -5.396 2.993 0.273  0.387
H 4.543 1.021 -1.259  0.564
C -3.312 2.443 0.310  0.453
C -1.075 1.010 -0.702  0.732
H -0.527 -2.112 6.260  0.195
H -4.285 -0.032 -2.782  0.492
C -0.773 -2.509 2.310  -0.657
C 0.441 -0.567 2.204  -0.201
C 2.095 2.969 -2.572  -1.062
F -0.182 -4.723 -0.470  -0.266
H 4.357 4.423 -2.633  0.392
H -2.406 -3.802 -1.953  0.495
N -2.051 -1.844 -1.301  -0.181
Ru -0.045 -1.826 -0.692  0.464
H 0.401 -0.668 6.185  0.199
H 0.072 2.572 0.204  0.587
N 2.685 -0.590 -0.462  0.201
H -1.850 3.831 1.049  0.417
C -2.384 0.534 -0.864  -0.211
H -1.252 -3.317 1.770  0.417
C 3.746 -2.155 0.757  -0.970
B 0.163 -3.779 -1.376  0.570
H -4.393 -2.684 -3.449  0.420
H 4.903 3.067 -3.613  0.319
C -0.775 -2.494 3.681  -0.825
C 2.465 0.531 -1.200  0.235
N 0.036 0.291 -1.137  -0.198
H -4.321 4.249 0.902  0.403
H 0.933 0.171 1.581  0.285
H 4.438 -2.648 1.420  0.464
C -3.465 1.239 -0.366  -0.445
C -2.014 2.912 0.500  -1.182
N -2.668 -0.665 -1.587  0.304
H 2.330 -3.753 0.169  0.493
H -4.709 2.843 1.888  0.295
C -0.931 2.211 0.017  0.301
H -1.263 -3.288 4.232  0.357
C 2.666 -2.730 0.132  -0.322
C 3.781 -0.822 0.386  -0.416
C 3.389 2.552 -2.201  0.467
C -0.130 -1.446 4.357  1.059
H 5.426 3.191 -1.935  0.378
C 1.012 2.209 -2.233  -0.231
C 0.491 -0.463 3.570  -0.989
H 1.961 3.883 -3.136  0.425
C -4.501 3.175 0.868  -1.581
N 1.975 -1.796 -0.653  -0.443
C 3.548 1.358 -1.517  -0.807
H -4.458 0.826 -0.500  0.570
F 0.538 -4.241 -2.556  -0.163
C -3.721 -2.194 -2.767  -1.229
H 1.015 0.364 4.031  0.370
H 0.019 2.524 -2.528  0.518
N -0.111 -1.386 5.707  -0.447
C -2.701 -2.766 -2.014  -0.225
C 1.139 0.987 -1.533  0.665
C 4.586 3.357 -2.608  -1.573
H 4.409 -0.014 0.717  0.451

As for the HOMO energy (alpha / beta): -7.2 / -10.9 eV. As for the charge: +1. The value obtained for the molecular weight is 572.394 g/mol. Its spin multiplicity is 6. As for the expectation value of S²: 8.800.